No. 1
Density functional theory data (wB97M-V/def2-TZVPD) for a 5-piece molecular cluster, C79H64FNO11PS overall at a distorted geometry.

Each line ends with the Löwdin charge.
Element x y z (Å)
C  2.82  -1.81  4.38  -0.070
O  2.28  -0.54  4.04  -0.131
C  2.76  -0.10  2.80  -0.153
N  1.86  0.97  2.34  0.061
C  0.88  0.60  1.51  0.047
C  -0.04  1.49  1.04  -0.164
C  -1.10  0.86  0.13  -0.143
C  -2.19  0.09  0.92  -0.165
C  -2.88  0.87  2.06  -0.140
C  -4.28  1.43  1.66  -0.157
O  -4.38  2.79  2.11  -0.093
C  -5.62  3.09  2.63  -0.490
C  -6.58  4.00  1.88  0.023
O  -5.97  2.64  3.70  0.110
C  0.03  2.84  1.44  -0.214
P  -1.22  4.06  0.81  0.468
S  -2.03  5.19  2.16  0.266
C  1.07  3.22  2.32  -0.120
C  1.17  4.64  2.81  -0.145
C  1.76  5.61  1.79  -0.180
C  2.01  5.32  0.46  -0.071
C  2.51  6.31  -0.37  -0.087
C  2.80  7.57  0.07  -0.060
C  2.55  7.88  1.41  -0.028
C  2.03  6.91  2.24  -0.219
C  1.72  7.28  3.69  -0.024
C  1.97  2.25  2.75  -0.097
C  3.11  2.60  3.70  -0.053
C  2.56  2.64  5.14  -0.177
F  3.57  2.48  6.07  -0.016
H  2.90  -2.51  3.54  0.097
H  2.18  -2.29  5.14  0.102
H  3.82  -1.74  4.84  0.103
H  3.81  0.19  2.80  0.148
H  2.64  -0.94  2.10  0.139
H  0.82  -0.44  1.20  0.160
H  -1.49  1.57  -0.61  0.100
H  -0.54  0.11  -0.45  0.102
H  -2.98  -0.20  0.20  0.115
H  -1.75  -0.84  1.31  0.111
H  -2.30  1.69  2.50  0.104
H  -3.05  0.16  2.88  0.110
H  -5.04  0.86  2.21  0.105
H  -4.36  1.36  0.57  0.127
H  -6.14  4.46  0.99  0.081
H  -7.49  3.44  1.60  0.093
H  -6.89  4.80  2.56  0.093
H  -0.58  4.76  -0.24  0.005
H  -2.24  3.30  0.19  -0.011
H  1.81  4.69  3.70  0.081
H  0.21  5.05  3.14  0.038
H  1.80  4.32  0.07  0.102
H  2.69  6.09  -1.43  0.111
H  3.19  8.37  -0.57  0.104
H  2.74  8.86  1.84  0.118
H  1.99  8.32  3.88  0.083
H  2.24  6.61  4.39  0.080
H  0.63  7.16  3.84  0.089
H  3.42  3.61  3.41  0.129
H  3.99  1.97  3.57  0.120
H  2.07  3.60  5.36  0.122
H  1.78  1.87  5.25  0.127
C  -4.14  -7.33  -0.94  -0.049
C  -5.46  -7.72  -1.13  -0.040
C  -6.49  -6.95  -0.59  0.010
C  -6.20  -5.81  0.14  -0.074
C  -4.87  -5.45  0.35  -0.082
C  -3.84  -6.20  -0.20  -0.022
C  -4.53  -4.26  1.16  -0.271
O  -3.36  -3.93  1.33  0.056
C  -5.62  -3.47  1.76  -0.088
C  -5.30  -2.39  2.56  -0.012
C  -6.29  -1.62  3.12  -0.061
C  -7.63  -1.92  2.89  -0.037
C  -7.96  -3.01  2.09  0.013
C  -6.96  -3.79  1.53  -0.073
C  -7.31  -4.98  0.70  -0.271
O  -8.47  -5.26  0.48  0.122
H  -3.34  -7.93  -1.37  0.115
H  -5.70  -8.61  -1.69  0.112
H  -7.52  -7.25  -0.74  0.125
H  -2.81  -5.91  -0.05  0.090
H  -4.26  -2.14  2.74  0.111
H  -6.03  -0.77  3.75  0.108
H  -8.41  -1.31  3.32  0.113
H  -9.00  -3.25  1.91  0.124
C  7.94  10.02  -3.74  -0.055
C  8.33  10.18  -5.07  -0.052
C  7.38  10.17  -6.08  0.002
C  6.03  9.99  -5.76  -0.082
C  5.65  9.80  -4.43  -0.084
C  6.61  9.83  -3.43  -0.004
C  4.23  9.56  -4.08  -0.273
O  3.89  9.40  -2.92  0.085
C  3.22  9.50  -5.18  -0.084
C  1.89  9.22  -4.88  -0.006
C  0.95  9.17  -5.89  -0.058
C  1.32  9.42  -7.20  -0.053
C  2.64  9.70  -7.51  0.003
C  3.60  9.73  -6.50  -0.081
C  5.02  9.99  -6.85  -0.277
O  5.35  10.21  -8.00  0.114
H  8.69  10.04  -2.96  0.108
H  9.37  10.31  -5.32  0.110
H  7.68  10.30  -7.11  0.123
H  6.31  9.70  -2.39  0.118
H  1.60  9.03  -3.85  0.117
H  -0.08  8.95  -5.65  0.107
H  0.58  9.39  -7.99  0.109
H  2.93  9.88  -8.54  0.123
C  -1.94  -3.84  -2.07  -0.050
C  -2.15  -4.77  -3.08  -0.040
C  -1.27  -4.85  -4.14  0.014
C  -0.17  -4.00  -4.20  -0.077
C  0.03  -3.06  -3.19  -0.086
C  -0.85  -2.99  -2.13  -0.006
C  1.17  -2.10  -3.25  -0.275
O  1.34  -1.28  -2.37  0.070
C  2.09  -2.16  -4.42  -0.087
C  3.12  -1.25  -4.53  -0.005
C  3.99  -1.30  -5.60  -0.053
C  3.84  -2.29  -6.57  -0.046
C  2.80  -3.20  -6.48  0.006
C  1.92  -3.14  -5.41  -0.079
C  0.79  -4.11  -5.34  -0.275
O  0.65  -4.96  -6.18  0.120
H  -2.63  -3.78  -1.23  0.090
H  -3.01  -5.43  -3.04  0.104
H  -1.43  -5.58  -4.93  0.125
H  -0.69  -2.27  -1.34  0.101
H  3.25  -0.48  -3.77  0.116
H  4.80  -0.58  -5.68  0.109
H  4.52  -2.34  -7.41  0.112
H  2.68  -3.96  -7.24  0.125
C  -0.11  -6.39  1.16  -0.059
C  -1.21  -6.29  1.99  -0.068
C  -1.47  -7.27  2.93  0.010
C  -0.63  -8.38  3.02  -0.079
C  0.46  -8.49  2.16  -0.082
C  0.73  -7.49  1.24  -0.002
C  1.34  -9.69  2.22  -0.278
O  2.30  -9.79  1.47  0.107
C  1.03  -10.77  3.19  -0.085
C  1.80  -11.92  3.22  0.000
C  1.52  -12.92  4.13  -0.052
C  0.47  -12.78  5.03  -0.052
C  -0.31  -11.64  5.00  0.000
C  -0.04  -10.63  4.08  -0.084
C  -0.91  -9.43  4.04  -0.278
O  -1.83  -9.30  4.82  0.109
H  0.10  -5.61  0.43  0.103
H  -1.87  -5.43  1.92  0.074
H  -2.33  -7.19  3.59  0.123
H  1.58  -7.58  0.58  0.120
H  2.62  -12.03  2.52  0.122
H  2.13  -13.82  4.14  0.110
H  0.26  -13.56  5.75  0.110
H  -1.13  -11.53  5.70  0.122

Lowest unoccupied orbital energy (eV): -4.120
Charge: +1
HOMO level (eV): -11.06
DFT total energy (hartree): -4770.48094
Max |F| (eV/A): 1.81

=====

No. 2
Density functional theory data (wB97M-V/def2-TZVPD) for one molecule with the formula C7H10.

Each line ends with the Löwdin charge.
Element x y z (Å)
C  -1.64  -0.54  0.83  -0.090
C  -1.80  0.63  0.20  -0.089
C  -0.69  0.85  -0.80  -0.128
C  0.38  -0.08  -0.25  -0.465
C  -0.40  -1.26  0.33  -0.128
C  1.47  0.53  0.58  -0.094
C  1.80  -0.15  -0.72  -0.078
H  -2.30  -0.95  1.59  0.098
H  -2.61  1.32  0.36  0.099
H  -1.02  0.53  -1.81  0.120
H  -0.35  1.89  -0.89  0.114
H  -0.67  -1.98  -0.45  0.120
H  0.15  -1.80  1.11  0.114
H  1.52  1.62  0.62  0.103
H  1.75  0.03  1.51  0.103
H  2.30  -1.12  -0.67  0.101
H  2.11  0.47  -1.56  0.101

Lowest unoccupied orbital energy (eV): 1.186
HOMO level (eV): -9.16
DFT total energy (hartree): -272.67237
Max |F| (eV/A): 0.25

=====

No. 3
Density functional theory data (wB97M-V/def2-TZVPD) for one molecule with the formula C7H10 at a distorted geometry.

Each line ends with the Löwdin charge.
Element x y z (Å)
C  1.77  0.73  0.52  -0.089
C  1.53  -0.74  0.43  -0.230
C  0.67  -1.01  -0.81  -0.064
C  -0.46  -0.04  -0.20  -0.272
C  -1.90  -0.37  -0.25  -0.171
C  -1.70  1.09  -0.46  -0.041
C  0.45  0.16  0.99  -0.195
H  1.82  1.30  -0.41  0.111
H  2.44  1.07  1.30  0.102
H  2.15  -1.46  0.96  0.133
H  0.36  -2.07  -0.83  0.111
H  1.15  -0.78  -1.77  0.100
H  -2.14  -0.94  -1.15  0.116
H  -2.50  -0.55  0.62  0.094
H  -2.03  1.58  -1.37  0.073
H  -1.75  1.76  0.40  0.086
H  0.14  0.28  2.02  0.135

Lowest unoccupied orbital energy (eV): 1.188
HOMO level (eV): -8.66
DFT total energy (hartree): -272.59395
Max |F| (eV/A): 2.36

=====

No. 4
Density functional theory data (wB97M-V/def2-TZVPD) for one molecule with the formula C7H10.

Each line ends with the Löwdin charge.
Element x y z (Å)
C  -1.72  -0.67  0.12  -0.099
C  -1.85  0.63  -0.63  -0.084
C  -0.50  0.17  -0.14  -0.591
C  0.64  -0.43  -0.98  -0.137
C  1.61  -0.70  0.14  -0.168
C  2.30  0.31  0.71  -0.039
C  0.07  1.15  0.81  0.191
H  -1.84  -1.59  -0.45  0.099
H  -2.11  -0.71  1.14  0.101
H  -2.02  0.62  -1.70  0.108
H  -2.29  1.48  -0.11  0.104
H  0.33  -1.33  -1.52  0.112
H  1.04  0.30  -1.70  0.122
H  1.54  -1.67  0.64  0.111
H  2.43  1.26  0.21  0.064
H  2.78  0.19  1.68  0.070
H  -0.41  1.00  1.80  0.035

Lowest unoccupied orbital energy (eV): 0.270
HOMO level (eV): -7.83
DFT total energy (hartree): -272.51298
Max |F| (eV/A): 0.27

=====

No. 5
Density functional theory data (wB97M-V/def2-TZVPD) for a 2-piece molecular cluster, C7H10 overall at a distorted geometry.

Each line ends with the Löwdin charge.
Element x y z (Å)
C  1.37  -0.23  0.82  -0.106
C  1.48  0.46  -0.53  -0.296
C  1.58  -0.31  -1.78  -0.075
C  0.39  -0.07  -1.43  -0.093
H  1.22  -1.29  0.68  0.061
H  0.57  0.21  1.38  0.048
H  2.26  -0.16  1.42  0.069
H  1.66  1.58  -0.55  0.132
H  2.32  -0.81  -2.35  0.088
H  -0.78  -0.44  -1.93  0.203
C  -1.97  1.05  0.84  0.013
C  -1.70  -0.21  0.88  -0.223
C  -1.31  -1.41  0.97  -0.003
H  -2.84  1.41  0.33  0.062
H  -1.54  1.59  1.61  0.045
H  -1.94  -2.15  1.40  0.073
H  -0.33  -1.64  0.76  0.000

Lowest unoccupied orbital energy (eV): 1.118
HOMO level (eV): -9.18
DFT total energy (hartree): -272.47485
Max |F| (eV/A): 6.10

=====

No. 6
Density functional theory data (wB97M-V/def2-TZVPD) for one molecule with the formula C7H10.

Each line ends with the Löwdin charge.
Element x y z (Å)
C  -1.54  0.75  0.26  -0.118
C  -1.40  -0.77  -0.01  -0.145
C  -0.19  -0.45  -0.91  -0.234
C  -0.11  1.01  -0.39  -0.173
C  1.36  0.72  0.09  -0.176
C  1.44  -0.38  1.08  -0.089
C  1.21  -0.72  -0.37  -0.182
H  -2.28  1.14  -0.44  0.105
H  -1.85  1.07  1.26  0.095
H  -1.14  -1.35  0.88  0.100
H  -2.24  -1.26  -0.51  0.099
H  -0.32  -0.63  -1.98  0.139
H  0.00  1.88  -1.03  0.121
H  2.22  1.35  -0.16  0.129
H  2.44  -0.66  1.43  0.104
H  0.68  -0.41  1.85  0.100
H  1.94  -1.33  -0.90  0.125

Lowest unoccupied orbital energy (eV): 1.216
HOMO level (eV): -9.03
DFT total energy (hartree): -272.60797
Max |F| (eV/A): 0.77

=====

No. 7
Density functional theory data (wB97M-V/def2-TZVPD) for one molecule with the formula C7H10 at a distorted geometry.

Each line ends with the Löwdin charge.
Element x y z (Å)
C  -0.23  0.88  -1.83  -0.094
C  0.47  1.65  -0.98  -0.084
C  0.59  1.04  0.42  -0.132
C  0.01  -0.35  0.20  -0.475
C  -0.55  -0.46  -1.23  -0.126
C  -0.77  -0.78  1.38  -0.111
C  0.56  -1.42  1.10  -0.078
H  -0.56  1.16  -2.83  0.105
H  0.93  2.59  -1.26  0.094
H  1.61  1.08  0.82  0.093
H  -0.03  1.43  1.54  0.170
H  -0.05  -1.27  -1.79  0.116
H  -1.63  -0.69  -1.26  0.116
H  -0.78  0.15  2.06  0.100
H  -1.61  -1.44  1.15  0.109
H  0.65  -2.47  0.81  0.104
H  1.40  -1.08  1.70  0.091

Lowest unoccupied orbital energy (eV): 1.123
HOMO level (eV): -8.93
DFT total energy (hartree): -272.61949
Max |F| (eV/A): 4.05

=====

No. 8
Density functional theory data (wB97M-V/def2-TZVPD) for one molecule with the formula C7H10 at a distorted geometry.

Each line ends with the Löwdin charge.
Element x y z (Å)
C  -0.14  -0.54  2.06  -0.006
C  -0.30  -0.48  0.78  -0.249
C  -1.59  -0.62  -0.01  -0.165
C  -1.25  -0.40  -1.47  -0.073
C  0.05  -0.08  -1.66  -0.094
C  0.85  0.06  -0.42  -0.336
C  1.50  1.31  -0.11  -0.109
H  0.85  -0.50  2.57  0.072
H  -0.97  -0.88  2.70  0.066
H  -2.40  -0.13  0.62  0.135
H  -1.69  -1.81  0.14  0.155
H  -1.92  -0.67  -2.19  0.063
H  0.51  0.49  -2.44  0.106
H  1.55  -0.87  -0.43  0.162
H  2.34  1.57  -0.83  0.098
H  1.86  1.37  0.87  0.049
H  0.74  2.19  -0.19  0.125

Lowest unoccupied orbital energy (eV): 1.115
HOMO level (eV): -8.81
DFT total energy (hartree): -272.61662
Max |F| (eV/A): 6.15

=====

No. 9
Density functional theory data (wB97M-V/def2-TZVPD) for C7H10 as an isolated structure.

Each line ends with the Löwdin charge.
Element x y z (Å)
C  1.45  -0.61  -0.14  -0.116
C  0.74  0.71  0.29  -0.292
C  -0.15  0.93  -0.83  -0.071
C  -1.03  -0.27  -0.70  -0.195
C  -1.65  0.03  0.70  -0.095
C  -0.22  -0.20  1.19  -0.198
C  0.04  -1.21  0.05  -0.177
H  1.94  -0.61  -1.12  0.105
H  2.13  -1.00  0.63  0.111
H  1.60  1.68  -0.19  0.084
H  1.62  1.73  -1.17  0.128
H  -0.31  1.83  -1.41  0.088
H  -1.64  -0.60  -1.54  0.132
H  -2.11  1.02  0.85  0.112
H  -2.33  -0.76  1.01  0.115
H  0.06  -0.39  2.23  0.135
H  -0.15  -2.28  0.15  0.135

Lowest unoccupied orbital energy (spin up / spin down) (eV): -0.178 / 0.153
HOMO level (spin up / spin down) (eV): -7.70 / -7.79
DFT total energy (hartree): -272.43395
Max |F| (eV/A): 0.41

=====

No. 10
Density functional theory data (wB97M-V/def2-TZVPD) for one molecule with the formula C7H10 at a distorted geometry.

Each line ends with the Löwdin charge.
Element x y z (Å)
C  1.92  0.33  0.13  -0.137
C  0.58  -0.71  -0.26  -0.101
C  -0.40  -1.10  0.85  -0.143
C  -1.46  -0.36  0.02  -0.278
C  -0.59  -0.70  -1.22  -0.140
C  -1.15  1.11  0.20  -0.141
C  0.12  1.41  0.08  0.010
H  2.45  0.47  -0.80  0.067
H  2.19  1.19  0.77  0.057
H  2.35  -0.49  0.67  0.043
H  -0.22  -0.79  1.88  0.115
H  -0.55  -2.18  0.83  0.112
H  -2.52  -0.64  0.08  0.126
H  -0.59  -0.04  -2.08  0.113
H  -0.74  -1.74  -1.54  0.110
H  -1.94  1.85  0.30  0.102
H  0.56  2.41  0.07  0.086

Lowest unoccupied orbital energy (spin up / spin down) (eV): 0.905 / 0.904
HOMO level (spin up / spin down) (eV): -7.05 / -7.04
DFT total energy (hartree): -272.44531
Max |F| (eV/A): 3.64